C6H15N5O | ωB97M-V with the def2-TZVPD basis set

Structure (XYZ):
```
27
C6H15N5O ωB97M-V with the def2-TZVPD basis set
C 0.020 -3.961 -2.231
N 0.614 -2.648 -1.698
C -0.424 -1.684 -1.242
C 0.213 -0.366 -0.822
O 1.463 -0.761 -0.235
C -0.666 0.604 -0.026
N -0.812 1.827 -0.429
N -1.486 2.780 0.115
C -1.247 3.249 1.210
C -0.086 2.841 2.044
N 1.122 2.889 1.549
N -0.249 2.465 3.275
H 0.568 -4.308 -3.051
H -0.036 -4.818 -1.511
H -1.047 -3.864 -2.548
H 1.264 -2.860 -0.910
H 1.287 -2.170 -2.313
H -0.811 -2.088 -0.363
H -1.051 -1.654 -2.183
H 0.476 0.142 -1.829
H 1.567 -0.677 0.700
H -1.287 0.199 0.713
H -1.882 4.003 1.526
H 1.895 2.769 2.162
H 1.307 3.407 0.606
H -1.191 2.668 3.721
H 0.481 2.019 3.771
```

Computed properties:
Kohn-Sham gap ... 10.208 eV
Total charge ... +2
Strongest force on any atom ... 0.086 Eh/bohr
ΔE to the lowest compared entry with this formula, charge and spin ... 1.496 eV
E_tot ... -15944.7996 eV

C6H15N6O12Pb | ωB97M-V with the def2-TZVPD basis set

Structure (XYZ):
```
40
C6H15N6O12Pb ωB97M-V with the def2-TZVPD basis set
Pb 0.194 -1.094 -0.630
O 4.042 0.797 -0.683
C 3.861 -0.560 -0.670
O 2.737 -1.092 -0.816
O 4.877 -1.260 -0.426
H 5.003 0.887 -0.651
O -1.341 0.319 -4.494
C -1.035 -0.402 -3.357
O 0.095 -0.929 -3.186
O -1.896 -0.370 -2.427
H -2.268 0.394 -4.173
O -0.356 -5.529 -0.631
C -0.147 -4.178 -0.696
O -1.117 -3.422 -0.863
O 1.008 -3.684 -0.633
H 0.488 -5.979 -0.523
C -3.042 -0.498 1.030
O -1.882 -0.906 1.124
N -3.745 -0.152 2.147
N -3.600 -0.159 -0.152
H -3.290 -0.412 3.003
H -4.721 -0.246 1.902
H -4.387 0.455 -0.220
H -3.109 -0.467 -0.987
C 0.812 0.249 2.575
O 1.045 -0.612 1.723
N 1.280 1.499 2.446
N 0.284 -0.053 3.785
H 1.044 2.164 3.158
H 1.698 1.696 1.554
H 0.047 -1.016 3.957
H 0.265 0.482 4.633
C 0.684 2.549 -0.637
O 0.130 1.456 -0.467
N -0.036 3.727 -0.762
N 1.991 2.705 -0.855
H 0.575 4.494 -0.952
H -1.021 3.703 -0.941
H 2.246 3.562 -1.303
H 2.588 1.883 -0.902
```

Computed properties:
Kohn-Sham gap ... 7.162 eV
Total charge ... -1
Strongest force on any atom ... 0.093 Eh/bohr
ΔE to the lowest compared entry with this formula, charge and spin ... 1.027 eV
E_tot ... -45231.3767 eV

C6H15NO | ωB97M-V with the def2-TZVPD basis set

Structure (XYZ):
```
23
C6H15NO ωB97M-V with the def2-TZVPD basis set
C 0.979 1.216 1.689
C 0.488 1.658 3.062
C -0.021 0.279 0.992
N 0.468 -0.250 -0.256
C 0.593 0.750 -1.297
C -0.459 -1.381 -0.696
C -0.477 -1.806 -2.115
O -1.697 -2.296 -3.505
H 1.189 2.070 1.057
H 1.914 0.647 1.729
H -0.450 2.216 2.997
H 1.199 2.345 3.536
H 0.332 0.829 3.746
H -0.264 -0.539 1.673
H -0.969 0.852 0.802
H 1.248 1.564 -0.964
H 0.990 0.251 -2.189
H -0.383 1.175 -1.605
H -0.154 -2.121 0.058
H -1.446 -0.986 -0.360
H 0.239 -2.399 -2.612
H -1.193 -1.247 -2.934
H -2.125 -2.829 -2.808
```

Computed properties:
Kohn-Sham gap ... 8.330 eV
Total charge ... 0
Strongest force on any atom ... 0.076 Eh/bohr
ΔE to the lowest compared entry with this formula, charge and spin ... 6.605 eV
E_tot ... -9997.1520 eV

C6H15NO | ωB97M-V with the def2-TZVPD basis set

Structure (XYZ):
```
23
C6H15NO ωB97M-V with the def2-TZVPD basis set
C 0.433 0.184 2.825
C 0.419 -0.305 1.348
C 1.741 -0.638 0.725
C 1.454 -0.402 -0.760
C 0.581 0.807 -0.747
N -0.180 0.825 0.573
C -1.696 0.862 0.352
H 1.309 -0.222 3.281
H 0.385 1.270 2.868
H -0.457 -0.095 3.315
H -0.239 -1.216 1.456
H 2.475 0.152 1.040
H 2.106 -1.654 0.814
H 0.892 -1.224 -1.244
H 2.364 -0.374 -1.312
H 1.117 1.780 -0.733
H -0.156 0.876 -1.507
H -2.094 -0.105 0.506
H -2.080 1.693 0.970
H -1.985 1.172 -0.652
O -2.091 -1.087 -3.559
H -1.538 -0.361 -3.980
H -1.551 -1.533 -2.872
```

Computed properties:
Kohn-Sham gap ... 8.983 eV
Total charge ... 0
Strongest force on any atom ... 0.065 Eh/bohr
ΔE to the lowest compared entry with this formula, charge and spin ... 2.211 eV
E_tot ... -10001.5459 eV

Q: What is the ΔE to the lowest compared entry with this formula, charge and spin in the fourth record?
A: 2.211 eV